--- A ---
Computed, not measured: a cluster of 2 separate species, C3H10S2 in total, with the ωB97M-V functional and the def2-TZVPD basis.

- Frontier orbital gap: 9.4 eV

CARTESIAN COORDINATES (ANGSTROEM)
S: -1.76 0.07 0.66
S: 3.51 0.35 0.21
C: 2.37 -0.66 1.25
C: -0.60 1.04 -0.29
C: -2.91 -0.41 -0.68
H: -0.11 1.75 0.37
H: 1.48 -0.97 0.71
H: -0.91 1.56 -1.20
H: -3.02 0.47 -1.28
H: 2.88 -1.61 1.34
H: -2.33 -1.06 -1.35
H: 2.88 0.16 -0.96
H: -3.71 -0.99 -0.27
H: 0.22 0.40 -0.62
H: 2.01 -0.10 2.10

--- B ---
Computed, not measured: a cluster of 2 separate species, C3H10S2 in total, with the ωB97M-V functional and the def2-TZVPD basis.

- Frontier orbital gap: 9.8 eV

CARTESIAN COORDINATES (ANGSTROEM)
S: -4.00 -2.61 2.14
S: -4.97 -2.45 3.94
C: 1.66 0.80 -2.35
C: 2.24 1.05 0.11
C: 1.19 1.30 -0.94
H: 0.30 0.73 -0.68
H: 0.79 0.83 -3.00
H: -5.12 -2.54 1.35
H: -4.84 -3.72 4.36
H: 2.17 0.00 0.42
H: 2.15 -0.17 -2.39
H: 2.42 1.52 -2.67
H: 3.23 1.39 -0.20
H: 0.83 2.31 -1.13
H: 1.94 1.54 1.04

Of them, B has the highest stability.

--- A ---
Computed, not measured: a cluster of 2 separate species, C6H10OS in total, with the ωB97M-V functional and the def2-TZVPD basis.

- Frontier orbital gap: 9.5 eV

CARTESIAN COORDINATES (ANGSTROEM)
S: 1.42 1.58 -1.05
O: 0.17 -1.22 -1.77
C: 0.96 -1.04 0.50
C: -0.14 0.90 -0.47
C: -0.26 1.13 1.04
C: -0.15 -0.37 1.48
C: -1.18 -0.83 0.44
C: -0.05 -0.50 -0.64
H: -0.95 1.36 -1.23
H: 0.44 2.04 1.48
H: -0.30 -0.84 2.60
H: 1.11 -2.04 0.44
H: -1.51 1.47 0.86
H: 1.86 -0.43 0.65
H: -1.18 -1.96 0.54
H: 1.31 1.55 -2.42
H: 0.71 -0.31 -2.54
H: -2.24 -0.51 0.08

--- B ---
Computed, not measured: an isolated molecule of C6H10OS, with the ωB97M-V functional and the def2-TZVPD basis.

- Frontier orbital gap: 9.4 eV

CARTESIAN COORDINATES (ANGSTROEM)
S: 0.41 -1.83 -0.46
O: -2.27 -0.10 -0.91
C: 1.54 0.61 0.06
C: 1.94 -0.87 -0.23
C: 0.43 1.27 -0.79
C: -1.99 -0.67 0.30
C: -0.51 -0.65 0.64
C: 0.11 0.69 0.53
H: 0.49 2.34 -0.96
H: -0.17 1.35 1.36
H: -2.51 -0.18 1.07
H: 2.57 -0.84 -1.13
H: 2.46 -1.35 0.63
H: 2.33 1.26 0.47
H: -0.52 -0.95 1.71
H: 0.19 0.77 -1.75
H: -2.15 0.86 -0.84
H: -2.36 -1.70 0.28

Of them, B has the highest stability.

--- A ---
Computed, not measured: an isolated molecule of C6H10OS, with the ωB97M-V functional and the def2-TZVPD basis.

- Frontier orbital gap: 9.3 eV

CARTESIAN COORDINATES (ANGSTROEM)
S: 0.18 0.11 -1.80
O: -0.61 1.64 1.00
C: -0.15 0.25 0.87
C: 1.37 0.36 0.59
C: 1.59 0.31 -0.72
C: -0.51 -0.33 2.20
C: -0.79 -0.37 -0.36
C: -0.86 -1.85 -0.28
H: -1.28 -2.28 -1.17
H: 2.66 0.41 -1.19
H: 0.14 -2.27 -0.03
H: -0.42 2.10 0.16
H: -1.61 -0.31 2.47
H: -1.58 -2.05 0.53
H: 0.00 0.29 2.99
H: 2.13 0.51 1.36
H: -0.17 -1.42 2.29
H: -1.78 -0.02 -0.45

--- B ---
Computed, not measured: an isolated molecule of C6H10OS, with the ωB97M-V functional and the def2-TZVPD basis.

- Frontier orbital gap: 8.3 eV

CARTESIAN COORDINATES (ANGSTROEM)
S: -2.79 -0.26 0.37
O: 0.77 -1.25 -0.71
C: 0.58 0.44 1.08
C: -1.42 -0.32 -0.52
C: -0.54 -1.45 -0.28
C: 1.50 -0.59 0.41
C: 0.32 1.47 -0.15
C: -0.75 0.87 -1.16
H: 1.02 0.88 2.16
H: 1.02 1.98 -0.67
H: 1.97 -1.44 1.09
H: -0.49 2.21 0.17
H: -0.07 0.36 -1.86
H: -0.73 -2.59 -0.81
H: -1.51 1.46 -1.38
H: -0.79 -1.54 0.92
H: -0.52 0.02 1.48
H: 2.45 -0.25 -0.14

Of them, A has the highest stability.

--- A ---
Computed, not measured: an isolated molecule of C3H3Br, with the ωB97M-V functional and the def2-TZVPD basis.

- Frontier orbital gap: 8.6 eV

CARTESIAN COORDINATES (ANGSTROEM)
Br: 1.33 1.75 2.20
C: 0.27 -0.02 1.67
C: 0.83 -0.70 -0.22
C: 0.10 0.30 0.23
H: 0.97 -1.16 0.97
H: -0.46 1.25 -0.20
H: 1.26 -1.02 -1.27

--- B ---
Computed, not measured: a structure of composition C3H3Br, with the ωB97M-V functional and the def2-TZVPD basis.

- Frontier orbital gap (spin up / spin down): 7.3 / 7.3 eV

CARTESIAN COORDINATES (ANGSTROEM)
Br: 3.57 -0.70 1.56
C: 1.67 0.10 0.19
C: 3.44 0.23 -0.09
C: 0.40 -0.33 0.70
H: 0.50 -0.57 1.76
H: -0.01 -1.20 0.18
H: -0.31 0.50 0.64

Of them, A has the highest stability.